(1)
# CH5O2PS

A 2-piece molecular cluster, CH5O2PS overall (wB97M-V/def2-TZVPD, OMol25).

Summary:
HOMO = -8.53 eV
largest force on an atom = 5.03 eV/Å
energy relative to the best compared isomer or geometry (same formula, charge and spin) = 201.23 kJ/mol
M = 112.09 g/mol

CARTESIAN COORDINATES (ANGSTROEM)
C -1.60044 0.28051 0.91206
O 1.40059 0.29833 -1.89045
O -0.68463 0.35203 -0.77696
P 0.87815 0.44035 -0.38095
S 0.98733 -1.59399 0.45587
H -1.92830 1.28073 1.14845
H -0.91113 -0.21802 1.52377
H -2.42633 -0.29473 0.43398
H 2.07024 0.87063 -2.16609
H 2.21451 -1.41585 0.74032

Atoms 1-6, force components in eV/Å:
C -0.563 0.079 -5.000
O -1.302 -1.846 -0.206
O -1.611 0.346 3.716
P -0.702 -0.078 0.532
S -1.597 0.032 -0.930
H 0.476 0.265 -0.055



(2)
# C3H5Cl2NS

A 2-piece molecular cluster, C3H5Cl2NS overall (wB97M-V/def2-TZVPD, OMol25).

Summary:
HOMO (spin up / spin down) = -8.61 / -8.06 eV
largest force on an atom = 4.16 eV/Å
energy relative to the best compared isomer or geometry (same formula, charge and spin) = 483.18 kJ/mol
M = 158.05 g/mol

CARTESIAN COORDINATES (ANGSTROEM)
C -1.16321 0.25233 -1.65447
C 0.62577 -1.00086 0.67239
C 0.15036 0.40306 1.00500
N 0.05953 1.34221 0.00534
S -0.33910 0.04280 -2.97428
Cl -2.64318 0.02315 -1.04172
Cl 1.51237 1.50789 -0.90767
H 1.43070 -0.88991 -0.13065
H 1.10095 -1.63750 1.38347
H -0.26154 -1.49730 0.35453
H -0.90553 0.41220 1.41599
H 0.43286 1.04193 1.87206

Atoms 1-6, force components in eV/Å:
C 2.755 0.949 0.143
C 1.636 1.127 -1.189
C -1.778 -0.155 3.316
N -0.849 0.808 -3.992
S -0.698 0.013 0.589
Cl -1.190 -0.196 0.457



(3)
# C6H15NO

A 2-piece molecular cluster, C6H15NO overall (wB97M-V/def2-TZVPD, OMol25).

Summary:
HOMO = -8.77 eV
largest force on an atom = 0.84 eV/Å
energy relative to the best compared isomer or geometry (same formula, charge and spin) = 185.60 kJ/mol
M = 117.19 g/mol
SMILES = CC/C=C/NCC.O

CARTESIAN COORDINATES (ANGSTROEM)
C 2.37190 -2.21536 -1.29053
C 2.56920 -2.00419 0.21184
C 1.30157 -1.50062 0.81934
C 1.06103 -0.28158 1.26555
N -0.19518 0.19902 1.74829
C -1.26483 0.30250 0.79311
C -2.37268 1.23001 1.26309
H 3.25696 -2.52658 -1.82854
H 2.10515 -1.25803 -1.73202
H 1.58391 -2.92877 -1.49713
H 2.95195 -2.88916 0.69872
H 3.35902 -1.27745 0.34771
H 0.48878 -2.21962 0.77791
H 1.86595 0.45752 1.19794
H -0.43629 -0.26697 2.61745
H -1.70006 -0.65073 0.47097
H -0.87183 0.66477 -0.15291
H -2.00911 2.26521 1.29666
H -3.21894 1.15524 0.58520
H -2.65618 1.00951 2.29880
H -2.92819 3.83726 -2.64040
H -2.91322 4.58736 -3.99389
O -2.34889 4.31065 -3.25716

Atoms 1-6, force components in eV/Å:
C -0.001 0.328 0.017
C 0.313 0.540 -0.407
C -0.249 -0.701 -0.075
C 0.345 0.411 -0.329
N 0.642 -0.008 0.542
C -0.556 -0.116 -0.568



(4)
# C4H11NO

A 2-piece molecular cluster, C4H11NO overall (wB97M-V/def2-TZVPD, OMol25).

Summary:
HOMO = -7.76 eV
largest force on an atom = 1.70 eV/Å
energy relative to the best compared isomer or geometry (same formula, charge and spin) = 127.60 kJ/mol
M = 89.14 g/mol
SMILES = C/C=C(/C)N.O

CARTESIAN COORDINATES (ANGSTROEM)
C -0.75287 2.01714 2.13780
N 0.96705 -0.15306 1.12789
C -0.25770 0.16150 0.52017
C -1.11412 1.04891 1.03751
C -0.45896 -0.59961 -0.74444
H -0.01256 2.72269 1.78367
H -1.64272 2.47456 2.54741
H -0.30362 1.41788 2.93800
H 1.27548 0.31747 1.95610
H 1.30392 -1.07164 0.91887
H -2.14239 0.93927 0.75978
H -0.33661 -1.68241 -0.64933
H 0.20170 -0.33334 -1.53451
H -1.46523 -0.38372 -1.10578
H 2.21757 -1.93880 -4.17200
H 0.95092 -2.28374 -3.44086
O 1.57013 -2.65310 -4.08028

Atoms 1-6, force components in eV/Å:
C -0.051 -1.647 -0.006
N -0.132 0.664 -0.947
C 0.960 -0.360 0.859
C 0.066 0.047 -0.075
C -1.556 -0.603 0.309
H -0.011 0.428 0.089



(5)
# C6H10O

The molecule C6H10O (wB97M-V/def2-TZVPD, OMol25).

Summary:
HOMO = -9.45 eV
largest force on an atom = 0.37 eV/Å
energy relative to the best compared isomer or geometry (same formula, charge and spin) = 85.10 kJ/mol
M = 98.14 g/mol
SMILES = C[C@H]1OC[C@H]2C[C@H]21

CARTESIAN COORDINATES (ANGSTROEM)
C -1.92746 -0.38137 0.40457
C -0.85393 -0.24342 -0.68441
O -0.59359 1.15885 -0.83487
C 0.72418 1.50482 -0.44151
C 1.48015 0.21223 -0.20333
C 1.08217 -0.63421 0.97211
C 0.48961 -0.89899 -0.38182
H -1.95674 0.60369 0.87188
H -1.68578 -1.12909 1.16593
H -2.92186 -0.58822 -0.00022
H -1.22182 -0.61217 -1.65118
H 1.17910 2.08761 -1.25118
H 0.69745 2.14031 0.45786
H 2.48848 0.13273 -0.59461
H 0.44190 -0.20433 1.74223
H 1.81708 -1.34294 1.34568
H 0.76108 -1.80547 -0.91713

Atoms 1-6, force components in eV/Å:
C -0.022 0.045 0.010
C 0.004 -0.158 0.022
O -0.041 0.068 -0.176
C 0.277 0.079 0.037
C 0.135 0.074 -0.134
C 0.020 -0.013 0.171



(6)
# C3H10N2O3S2

The molecule C3H10N2O3S2 (wB97M-V/def2-TZVPD, OMol25).

Summary:
HOMO = -9.69 eV
largest force on an atom = 2.64 eV/Å
energy relative to the best compared isomer or geometry (same formula, charge and spin) = 0.00 kJ/mol
M = 186.26 g/mol
SMILES = CNS(=O)(=O)C[S@](C)(=N)=O

CARTESIAN COORDINATES (ANGSTROEM)
C -3.10047 0.34760 -0.77860
C 3.08861 0.67760 0.85156
C 0.11925 0.44560 0.55098
N 2.16390 0.12019 -1.53651
N -2.45311 -0.23087 0.38427
O 1.92305 -1.65440 0.34244
O -0.84855 -1.92133 1.20505
O -0.71352 -1.26781 -1.19476
S 1.89822 -0.29255 -0.10358
S -0.93807 -0.93350 0.18190
H -2.52877 0.07078 -1.66704
H -4.12050 -0.01581 -0.88680
H -3.11944 1.43746 -0.68386
H 2.95288 1.72281 0.60843
H 2.92294 0.47650 1.90197
H 4.07639 0.34623 0.55214
H 0.16702 0.62533 1.61283
H -0.13677 1.30510 -0.04621
H 1.67908 -0.41612 -2.23261
H -3.03217 -0.84281 0.93839

Atoms 1-6, force components in eV/Å:
C 0.161 0.429 -0.320
C -0.731 -0.242 -0.411
C 1.955 -1.611 -0.734
N 0.334 0.406 0.890
N 0.770 -0.542 -0.046
O -0.002 -0.338 0.310